Molecular formula: C12H20Cl3GeMgN5S2
Method: DFT, ωB97M-V/def2-TZVPD

E_HOMO (alpha / beta) ... -11.49 / -11.49 eV
Gap between HOMO and LUMO (alpha / beta) ... 7.58 / 5.32 eV
Energy relative to the best compared isomer or geometry (same formula, charge and spin) ... 80.9 kJ/mol
Spin multiplicity ... 2
Strongest force on any atom ... 0.019 Eh/bohr
Total charge ... +1

```
44
C12H20Cl3GeMgN5S2 (ωB97M-V/def2-TZVPD)
Mg 0.54583 -0.49619 -0.55736
C 4.78664 2.86159 -2.27544
S 4.84851 1.22514 -1.53506
C 3.17237 0.78441 -1.48270
S 3.00652 -0.87572 -0.88522
N 2.28317 1.62284 -1.92978
N 1.01510 1.06967 -1.81924
C 0.06757 1.56445 -2.49995
C -1.26159 0.88729 -2.40549
C -2.32935 1.29982 -3.16906
C -3.52287 0.58971 -3.09354
C -3.60354 -0.50608 -2.25815
C -2.48787 -0.85623 -1.51384
N -1.34082 -0.17856 -1.57343
H 5.81860 3.20872 -2.25664
H 4.16192 3.53385 -1.69395
H 4.42841 2.81670 -3.30031
H 0.22133 2.41254 -3.16213
H -2.22651 2.15594 -3.82227
H -4.37504 0.88845 -3.69007
H -4.50717 -1.09316 -2.17773
H -2.50942 -1.71168 -0.84815
C -2.17031 -0.91721 2.60101
C -0.71973 -0.50943 2.81405
C -0.61343 0.60375 3.84731
C 0.12665 -1.70869 3.21072
N -0.25772 -0.01871 1.47293
N 1.06944 0.55128 1.39120
H -2.58156 -1.33094 3.52154
H -2.25051 -1.68199 1.82595
H -2.78900 -0.06046 2.31864
H -1.04865 0.27296 4.79110
H -1.16064 1.49585 3.53007
H 0.42228 0.87899 4.05501
H -0.25029 -2.13391 4.14144
H 1.17095 -1.44117 3.38926
H 0.08475 -2.49441 2.45548
H -0.88540 0.73240 1.19061
H 1.72351 -0.12011 1.78284
H 1.16704 1.41885 1.91209
Cl -1.06270 -4.07434 0.26925
Ge 0.72033 -3.12613 -0.47469
Cl 2.36732 -4.05468 0.49742
Cl 0.74592 -3.48542 -2.59370
```